[1]
# C28H32BF4NO2S

A 5-piece molecular cluster, C28H32BF4NO2S overall (the ωB97M-V functional and the def2-TZVPD basis, the OMol25 dataset).

Each line ends with the natural charge from an NBO analysis.
Positions of all 69 atoms, in Å:
C: -2.529474 1.367268 -0.469014  -0.6070
C: -1.609737 0.468691 0.387639  -0.4251
C: -1.362945 -0.911197 -0.230390  -0.2059
N: 0.069320 -1.238604 -0.414756  -0.8502
B: 0.691537 -0.725425 -1.573220  0.4494
S: 0.519161 -1.538555 -3.277224  1.9162
C: -0.911521 -0.832057 -4.095272  -0.8819
O: 1.682878 -1.153266 -4.040063  -0.9600
O: 0.317137 -2.962327 -3.156528  -0.9563
H: -2.590816 1.038733 -1.500132  0.1969
H: -2.111092 2.368546 -0.490681  0.2120
H: -3.516003 1.458268 -0.037839  0.2182
H: -0.679273 0.995268 0.567494  0.2063
H: -2.094356 0.350909 1.348613  0.2116
H: -1.782554 -1.655884 0.440306  0.2019
H: -1.913043 -1.023741 -1.155609  0.1932
H: 0.586954 -0.875321 0.379869  0.3908
H: 1.406485 0.225153 -1.523693  -0.0617
H: -1.353738 -1.633095 -4.667703  0.2741
H: -0.551517 -0.056978 -4.756668  0.2500
H: -1.591694 -0.464165 -3.336597  0.2207
F: -1.862355 -2.473316 -6.546973  -0.3381
C: -0.879622 -3.002848 -7.314908  0.3929
C: -0.520806 -2.353922 -8.477050  -0.2864
C: 0.490017 -2.897026 -9.255254  -0.1906
C: 1.116613 -4.071799 -8.864808  -0.2275
C: 0.735200 -4.704420 -7.690049  -0.1847
C: -0.270203 -4.167490 -6.901214  -0.2774
H: -1.026608 -1.441570 -8.763433  0.2269
H: 0.789385 -2.399691 -10.167515  0.2158
H: 1.904369 -4.492113 -9.474909  0.2151
H: 1.223388 -5.618786 -7.383021  0.2183
H: -0.573985 -4.635650 -5.974680  0.2393
F: 1.354104 -0.997486 2.779203  -0.3391
C: 2.596214 -1.526391 2.899782  0.3942
C: 3.268321 -1.395912 4.096097  -0.2928
C: 4.538702 -1.941030 4.205211  -0.1690
C: 5.116030 -2.594965 3.125736  -0.2318
C: 4.419624 -2.709233 1.930805  -0.1840
C: 3.145722 -2.175097 1.815466  -0.2897
H: 2.803174 -0.874146 4.922474  0.2304
H: 5.080649 -1.852266 5.135542  0.2140
H: 6.108907 -3.013595 3.215873  0.2172
H: 4.866987 -3.213919 1.085833  0.2213
H: 2.579869 -2.259496 0.896475  0.2292
F: 5.777674 0.791186 4.932340  -0.3236
C: 5.108664 1.505705 5.857203  0.4011
C: 4.924995 2.858099 5.653499  -0.2849
C: 4.229815 3.587484 6.606015  -0.1867
C: 3.736553 2.963389 7.743350  -0.2314
C: 3.935955 1.602999 7.928056  -0.1888
C: 4.624176 0.862361 6.978474  -0.2936
H: 5.321987 3.325311 4.762550  0.2314
H: 4.072784 4.647128 6.458653  0.2180
H: 3.197578 3.537380 8.484495  0.2170
H: 3.556052 1.114775 8.815009  0.2180
H: 4.786033 -0.200314 7.101842  0.2254
F: -5.560477 2.494622 -1.033043  -0.3276
C: -6.156269 3.208967 -0.056320  0.3980
C: -6.258429 4.577720 -0.196392  -0.2861
C: -6.872868 5.306146 0.810793  -0.1876
C: -7.366332 4.663681 1.937685  -0.2303
C: -7.248584 3.286483 2.057087  -0.1883
C: -6.642156 2.547089 1.052514  -0.2894
H: -5.861646 5.058538 -1.080244  0.2304
H: -6.966363 6.379041 0.714394  0.2181
H: -7.842381 5.236541 2.721547  0.2171
H: -7.629719 2.783850 2.935320  0.2180
H: -6.546448 1.471759 1.121956  0.2290

Atomic forces in eV per Å
0.68 0.28 0.38
-0.58 0.31 -0.56
-0.19 -1.04 0.90
0.32 1.22 -0.57
0.05 -0.01 0.55
-0.11 -0.17 -0.90
0.47 -0.20 0.30
0.38 0.57 -0.07
-0.56 -0.34 0.52
-0.16 -0.14 -0.17
-0.07 0.26 -0.07
-0.30 -0.16 -0.14
0.30 -0.10 0.01
0.11 -0.11 0.32
-0.07 -0.23 0.03
0.12 -0.02 -0.36
-0.29 -0.05 0.26
0.48 -0.31 -0.18
-0.18 -0.15 -0.03
-0.03 0.30 -0.01
-0.25 0.14 -0.01
-0.08 -0.05 -0.15
0.13 -0.07 -0.06
-0.10 0.17 -0.05
0.02 -0.08 0.04
0.04 -0.02 -0.03
0.00 0.06 -0.08
-0.06 -0.10 0.18
0.00 0.00 0.03
-0.01 0.02 -0.02
0.01 -0.01 0.00
0.01 -0.01 0.03
0.00 0.04 0.02
-0.02 0.03 -0.02
0.15 -0.05 0.01
-0.11 0.09 0.18
-0.02 -0.09 -0.12
0.03 -0.02 0.02
0.03 0.03 0.11
-0.12 -0.01 -0.25
-0.01 0.00 -0.01
0.02 0.02 0.01
0.01 0.00 0.00
-0.01 -0.01 -0.02
0.01 -0.03 0.01
0.05 0.03 0.01
-0.09 0.07 0.08
0.05 0.09 -0.14
-0.01 -0.07 0.06
-0.03 0.04 0.03
0.00 0.06 -0.04
0.02 -0.16 0.01
0.00 -0.03 -0.01
0.01 0.02 -0.01
-0.01 0.00 0.01
-0.01 -0.02 0.01
0.03 0.00 0.00
-0.03 0.00 -0.04
-0.06 0.08 0.11
0.07 0.09 -0.14
-0.02 -0.07 0.06
-0.02 0.04 0.03
0.01 0.07 -0.03
0.02 -0.17 0.03
0.00 -0.02 -0.01
0.01 0.02 -0.01
-0.01 0.00 0.01
-0.01 -0.02 0.01
0.01 0.00 -0.02

The orbital gap is 9.152 eV. The value obtained for the lowest unoccupied orbital energy is 0.01 eV. The calculation puts the electronic energy at -57520.4718 eV. As for the SMILES: CCCNBS(C)(=O)=O.Fc1ccccc1.Fc1ccccc1.Fc1ccccc1.Fc1ccccc1.

[2]
# C28H32BN8OReS2

C28H32BN8OReS2 as an isolated structure (the ωB97M-V functional and the def2-TZVPD basis, the OMol25 dataset).

Each line ends with the Löwdin charge.
Positions of all 73 atoms, in Å:
Re: 0.485815 -1.183551 1.426221  1.2530
C: -1.757720 1.088931 1.270320  -0.0636
N: -1.610510 -0.353289 1.621039  -0.2547
C: -2.406173 -1.122753 0.601761  -0.1468
C: -1.640408 -1.232283 -0.696262  -0.1582
N: -0.407811 -2.023338 -0.443827  -0.2851
C: -0.761966 -3.481908 -0.371935  -0.0697
C: 0.582132 -1.946349 -1.531155  -0.3046
C: 0.208094 -1.881821 -2.861934  -0.0301
C: 1.177404 -1.981484 -3.850136  -0.0683
C: 2.510706 -2.153310 -3.498341  -0.0621
C: 2.878756 -2.217333 -2.162601  -0.0897
C: 1.911233 -2.124073 -1.166428  -0.5879
S: 2.371558 -2.257987 0.540910  0.6931
C: -2.106469 -0.685133 2.964940  -0.2863
C: -3.036560 0.112769 3.614050  -0.0174
C: -3.501406 -0.252331 4.867397  -0.0550
C: -3.041238 -1.416424 5.467075  -0.0608
C: -2.113930 -2.212662 4.817365  -0.0903
C: -1.635531 -1.854883 3.559558  -0.5431
S: -0.469301 -2.907799 2.730663  0.6951
H: -2.811713 1.331055 1.129685  0.0985
H: -1.222225 1.287397 0.344976  0.0766
H: -1.339476 1.703661 2.056197  0.0641
H: -3.355340 -0.607867 0.440267  0.1401
H: -2.626500 -2.101855 1.018092  0.1094
H: -1.337256 -0.257572 -1.081726  0.1035
H: -2.256923 -1.726422 -1.450291  0.1357
H: -1.119402 -3.787468 -1.355749  0.1104
H: -1.511831 -3.660142 0.388176  0.0464
H: 0.134490 -4.041105 -0.114926  0.0867
H: -0.827996 -1.745968 -3.144705  0.1209
H: 0.888852 -1.920033 -4.890827  0.1173
H: 3.268359 -2.236581 -4.266417  0.1157
H: 3.916335 -2.348038 -1.881923  0.1131
H: -3.393277 1.028533 3.164584  0.1130
H: -4.218264 0.378699 5.374632  0.1129
H: -3.397249 -1.700228 6.448347  0.1139
H: -1.739601 -3.114866 5.283354  0.1098
B: 0.981581 1.569827 3.318096  -0.3833
N: 1.338999 1.751536 1.799998  -0.0555
C: 2.059732 2.728498 1.247080  -0.0467
C: 2.439155 2.357735 -0.034638  -0.0200
C: 1.918383 1.086077 -0.192065  -0.1376
N: 1.253092 0.723424 0.914877  -0.1387
N: 1.796717 0.349312 3.811305  -0.0571
C: 2.676459 0.224670 4.802776  -0.0420
C: 3.114949 -1.091640 4.854986  -0.0251
C: 2.433819 -1.726723 3.831670  -0.1677
N: 1.638383 -0.846155 3.205560  -0.1704
H: -0.182832 1.293785 3.459175  0.0594
H: 1.314615 2.564707 3.899101  0.0849
H: 2.258575 3.628226 1.805512  0.1322
H: 3.009225 2.930822 -0.744385  0.1069
H: 1.962119 0.416778 -1.034056  0.0800
H: 2.920750 1.076555 5.415506  0.1338
H: 3.822478 -1.523860 5.539781  0.1064
H: 2.465368 -2.758166 3.521484  0.0928
N: -0.923467 4.327424 -6.825066  0.1786
C: -0.130165 3.251385 -6.593582  -0.4948
O: 0.558422 2.735270 -7.447380  0.0785
C: -0.155645 2.686101 -5.192843  -0.1243
C: -1.196420 2.871222 -4.295691  -0.0098
C: -1.111857 2.270142 -3.047980  -0.1336
N: -0.081241 1.521663 -2.657052  0.0656
C: 0.913279 1.354983 -3.531103  -0.1367
C: 0.920821 1.905232 -4.799774  0.0162
H: -0.865800 4.750931 -7.736509  0.1193
H: -1.319372 4.866185 -6.077097  0.0968
H: -2.080331 3.440066 -4.553229  0.1121
H: -1.917674 2.395739 -2.331805  0.1037
H: 1.744239 0.739180 -3.203310  0.0949
H: 1.735982 1.734882 -5.489766  0.1256

Atomic forces in eV per Å
0.45 -0.71 1.04
0.00 -0.03 0.01
-0.03 0.08 -0.27
-0.09 0.09 0.07
0.06 -0.06 -0.03
0.07 0.17 -0.12
0.09 0.05 0.00
-0.06 -0.05 0.16
0.01 0.06 -0.08
0.04 0.01 0.04
-0.05 0.01 0.00
0.02 0.00 -0.03
0.12 -0.08 0.02
-0.17 0.08 -0.04
-0.02 0.15 -0.04
0.04 0.00 -0.01
0.00 -0.04 0.04
-0.02 0.03 0.00
0.03 0.00 -0.03
0.06 -0.12 -0.01
-0.18 0.09 -0.16
-0.01 0.00 0.01
0.01 0.00 -0.01
0.01 0.01 0.00
-0.02 -0.02 0.02
0.03 -0.03 0.01
0.00 0.01 -0.05
-0.04 0.02 0.01
-0.01 -0.01 0.01
-0.03 0.00 -0.01
-0.01 -0.01 0.00
0.01 -0.01 0.02
0.01 0.00 0.01
-0.01 0.00 0.01
-0.02 0.00 -0.01
0.00 -0.02 0.01
0.00 -0.01 0.00
0.00 0.00 -0.01
-0.01 0.00 0.00
-0.09 0.08 -0.03
0.22 -0.20 0.15
-0.08 0.05 -0.03
-0.02 0.03 -0.01
-0.13 0.07 0.00
0.04 0.17 -0.32
0.17 0.04 -0.17
-0.05 0.04 -0.01
0.01 -0.03 0.00
0.01 -0.04 0.07
-0.36 0.18 -0.31
0.05 0.02 -0.01
0.00 -0.07 0.01
0.01 -0.02 0.00
-0.01 -0.01 0.01
0.04 0.04 0.03
0.01 -0.02 -0.02
-0.01 0.01 -0.01
-0.02 0.02 0.00
0.01 -0.01 -0.01
0.00 -0.03 0.03
-0.02 0.01 0.00
0.01 0.04 -0.07
-0.04 0.01 0.03
0.06 -0.04 0.00
-0.15 0.01 -0.01
0.00 0.01 0.07
0.01 0.00 0.01
0.00 0.00 0.00
0.01 0.00 0.01
0.01 0.00 0.00
0.00 0.00 0.00
0.00 0.02 -0.02
0.00 -0.01 0.02

As for the total charge: +1. The orbital gap (alpha / beta) is 8.568 / 7.044 eV. The value obtained for the lowest unoccupied orbital energy (alpha / beta) is -2.12 / -3.99 eV. The calculation puts the electronic energy at -67998.2344 eV. As for the multiplicity: 4. Its expectation value of S² is 3.772.

[3]
# C28H32ClN5O14S2

A 5-piece molecular cluster, C28H32ClN5O14S2 overall (the ωB97M-V functional and the def2-TZVPD basis, the OMol25 dataset).

Each line ends with the Löwdin charge.
Positions of all 82 atoms, in Å:
N: 3.755146 5.614813 -5.503840  0.1588
C: 2.902950 4.750555 -5.608903  -0.2007
O: 2.140014 3.579861 -5.258050  -0.0204
C: 0.864951 3.946688 -4.711628  -0.1328
C: -0.416738 3.166770 -5.183176  0.0304
C: -1.846301 3.521074 -4.555072  -0.4697
Cl: -3.302503 2.557964 -5.168124  0.5433
C: -2.054410 4.623536 -3.454952  -0.1146
C: -3.473483 4.962988 -2.781167  -0.1670
C: -3.414984 4.890322 -1.152377  -0.2067
C: -2.966082 3.437986 -0.600957  -0.1904
C: -2.129923 3.530033 0.803327  -0.2008
C: -0.659915 2.811855 0.702061  -0.1642
C: -0.299379 1.906823 2.033972  -0.2259
C: 0.864241 2.550878 2.954030  -0.4835
S: 2.560138 1.826395 2.713469  0.8867
C: 2.553169 0.506316 1.432415  -0.5257
N: 1.855026 -0.764898 1.355859  0.0227
N: 2.290491 -1.280028 0.152231  -0.0247
C: 3.232367 -0.442862 -0.525285  -0.0526
O: 3.401721 0.707402 0.306044  -0.0676
C: -0.783678 5.435608 -2.997398  -0.1948
N: -0.643873 6.505320 -2.044668  -0.2775
S: 0.997767 7.033341 -1.900894  0.9570
N: 1.619088 5.907121 -3.023980  -0.2922
C: 0.623196 5.065072 -3.630083  -0.1707
H: -0.353715 2.333471 -5.972478  0.1091
H: -3.920843 5.964618 -3.107000  0.1210
H: -4.180325 4.094202 -3.089069  0.0876
H: -4.470990 5.144687 -0.785055  0.1109
H: -2.700023 5.664059 -0.705147  0.0838
H: -3.945802 2.856026 -0.395471  0.1111
H: -2.325408 2.878849 -1.367150  0.0926
H: -2.816698 3.024443 1.590452  0.1012
H: -2.015490 4.621982 1.170496  0.1038
H: -0.648613 2.141524 -0.241037  0.1032
H: 0.102133 3.682107 0.631335  0.1111
H: -0.144463 0.810720 1.749449  0.0864
H: -1.268767 1.935199 2.669008  0.0902
H: 0.572585 2.368376 4.056042  0.0702
H: 0.859090 3.693775 2.807765  0.0841
H: 3.760930 -0.626771 -1.519992  0.1342
O: 0.659970 -7.525803 -1.368529  0.1325
C: 0.902770 -6.507750 -0.777458  -0.5500
O: 1.990539 -6.321688 0.022913  0.0556
C: 2.035930 -4.935531 0.346867  -0.1218
C: 0.616077 -4.500553 0.172939  -0.1276
O: 0.125558 -5.391034 -0.820108  0.0496
H: 2.395398 -4.786469 1.366326  0.1364
H: 2.716163 -4.432666 -0.346813  0.1236
H: 0.024507 -4.627038 1.084569  0.1377
H: 0.536641 -3.464539 -0.160783  0.1176
O: 2.212718 -6.523325 3.893640  0.1476
C: 1.894568 -7.562447 3.385512  -0.5457
O: 0.660797 -7.819581 2.865793  0.0570
C: 0.754973 -9.051185 2.165756  -0.1311
C: 1.920518 -9.726816 2.819199  -0.1327
O: 2.719477 -8.637535 3.254151  0.0664
H: -0.167852 -9.625346 2.264500  0.1368
H: 0.932481 -8.842298 1.106558  0.1232
H: 1.626113 -10.320390 3.690078  0.1336
H: 2.474753 -10.363568 2.127696  0.1372
O: 3.099721 -2.696337 -2.519667  0.1253
C: 2.187080 -3.013564 -3.231942  -0.5358
O: 1.080921 -2.251305 -3.449408  0.0613
C: 0.356937 -2.859802 -4.509310  -0.1306
C: 0.811469 -4.286134 -4.453742  -0.1274
O: 2.125388 -4.183158 -3.923816  0.0695
H: -0.718361 -2.758251 -4.353699  0.1375
H: 0.627854 -2.369907 -5.449397  0.1344
H: 0.203518 -4.893529 -3.776604  0.1325
H: 0.824930 -4.758141 -5.437515  0.1375
O: -1.492609 4.071935 3.636944  0.1296
C: -1.800194 3.954901 4.790815  -0.5159
O: -1.669467 2.804948 5.507802  0.0579
C: -1.921257 3.130020 6.867570  -0.1284
C: -2.760396 4.367208 6.769406  -0.1321
O: -2.325569 4.954085 5.551214  0.0732
H: -2.439467 2.313286 7.372636  0.1377
H: -0.966632 3.310080 7.370580  0.1378
H: -3.828631 4.143684 6.692815  0.1364
H: -2.599930 5.047342 7.607512  0.1370

Atomic forces in eV per Å
-4.77 -4.52 -1.24
2.96 1.18 2.63
0.04 3.96 -0.49
-5.27 -0.76 0.29
1.44 2.82 2.32
1.91 2.66 2.32
2.19 1.35 0.87
1.18 -1.10 -1.76
0.32 -1.50 0.43
0.33 -0.12 -0.21
-0.33 0.59 0.56
-0.58 -0.38 -0.11
-0.36 0.18 0.71
-1.21 0.75 -0.11
-2.05 -0.34 0.00
0.13 -0.92 -1.04
-1.24 -2.50 -1.20
4.03 5.10 -1.78
2.65 1.92 -2.25
-3.49 -1.03 4.59
-1.76 -2.24 0.32
1.98 0.12 -0.27
0.39 -2.30 -2.26
-2.82 -4.72 -3.57
-2.10 -1.29 -1.04
0.58 2.04 2.07
-0.03 1.56 1.44
0.90 -1.42 0.25
1.07 1.67 0.30
1.51 -0.38 -0.47
-1.02 -0.94 -0.93
1.75 0.65 -0.52
-1.03 0.80 0.92
1.48 0.68 -1.14
-0.17 -1.79 -0.79
0.19 1.21 1.52
-1.03 -1.66 -0.22
0.19 1.64 0.46
1.79 -0.15 -0.97
0.72 0.14 -1.76
0.41 -1.89 0.01
-0.89 0.45 1.90
0.17 0.78 0.51
0.00 -0.67 -0.30
-0.82 -0.41 -0.51
0.84 0.69 0.43
-0.39 0.98 0.48
0.35 -0.79 -0.31
-0.02 -0.22 -0.11
-0.09 -0.02 0.02
0.05 -0.06 -0.06
0.00 -0.16 -0.07
-0.31 -0.90 -0.51
0.31 1.00 0.42
0.60 0.19 0.40
-0.62 -0.38 -0.75
0.23 -0.86 -0.01
-0.35 0.58 0.06
0.01 0.23 0.07
0.01 -0.01 0.07
0.01 0.06 -0.03
0.09 0.18 0.12
-0.69 -0.25 -0.67
0.70 0.18 0.56
0.58 -0.32 0.21
-0.68 0.34 -0.47
-0.49 -0.80 -0.34
0.16 0.65 0.38
0.17 0.12 0.13
0.02 -0.03 0.06
0.06 0.06 0.00
0.20 0.00 0.15
-0.35 0.13 1.31
0.22 0.24 -1.03
-0.09 0.50 -0.44
0.17 -0.52 0.76
-0.54 0.37 0.62
0.33 -0.46 -0.39
0.11 -0.02 -0.22
-0.05 0.01 -0.06
0.08 0.00 -0.02
0.01 0.06 -0.23

The orbital gap is 7.033 eV. The value obtained for the lowest unoccupied orbital energy is -1.69 eV. The calculation puts the electronic energy at -99851.7685 eV. As for the SMILES: N#COc1cc(Cl)c(CCCCCCCSc2nnco2)c2nsnc12.O=C1OCCO1.O=C1OCCO1.O=C1OCCO1.O=C1OCCO1.